No. 1
Density functional theory data (ωB97M-V/def2-TZVPD) for the molecule C4H3ClS.

Values from the calculation:
Kohn-Sham gap	7.83	eV
lowest unoccupied orbital energy	-1.28	eV
ΔE to the lowest compared entry with this formula, charge and spin	12.7	kcal per mole
SMILES	C#CC(=S)CCl
calculated total energy	-1012.4827	Eh

Each line ends with the Mulliken charge.
CARTESIAN COORDINATES (ANGSTROEM)
C  0.63921  2.17561  -0.05659  -0.045
C  0.51126  0.95466  -0.15712  -0.302
C  0.46409  -0.37980  -0.14137  0.046
S  1.92808  -1.11606  -0.20824  -0.199
C  -0.86020  -1.12405  0.11526  -0.351
Cl  -2.41897  -0.34524  -0.23668  -0.156
H  1.09574  3.14084  -0.13304  0.391
H  -0.74683  -1.23494  1.20557  0.301
H  -0.61239  -2.07103  -0.38778  0.315

No. 2
Density functional theory data (ωB97M-V/def2-TZVPD) for a structure of composition C4H3CsLiO2.

Values from the calculation:
Kohn-Sham gap (alpha / beta)	3.54 / 3.31	eV
lowest unoccupied orbital energy (alpha / beta)	-0.77 / -0.70	eV
ΔE to the lowest compared entry with this formula, charge and spin	43.0	kcal per mole
multiplicity	2
calculated total energy	-332.1149	Eh

Each line ends with the Mulliken charge.
CARTESIAN COORDINATES (ANGSTROEM)
Cs  2.72746  0.29937  0.63116  0.481
O  -1.79865  -1.43007  -0.22404  -0.095
C  -3.23393  -1.48768  0.09591  -0.154
H  -3.78350  -1.96892  -0.72375  0.240
H  -3.42211  -2.00406  1.04598  0.210
C  -3.98369  1.11845  -0.20451  -0.866
C  -3.25402  0.04054  0.14127  0.124
C  -1.87763  0.03789  -0.34174  0.354
O  -0.86969  0.70972  -0.41821  -0.695
Li  -0.33662  -2.58997  -0.58012  0.143
H  -5.03410  0.83462  -0.41204  0.260

No. 3
Density functional theory data (ωB97M-V/def2-TZVPD) for a structure of composition C4H3EuLiO.

Values from the calculation:
net charge	+2
Kohn-Sham gap (alpha / beta)	6.22 / 6.38	eV
lowest unoccupied orbital energy (alpha / beta)	-9.73 / -9.62	eV
ΔE to the lowest compared entry with this formula, charge and spin	0.0	kcal per mole
multiplicity	8
calculated total energy	-946.5787	Eh

Each line ends with the Mulliken charge.
CARTESIAN COORDINATES (ANGSTROEM)
C  -2.44222  -0.54165  1.83896  -0.266
C  -2.64996  0.60131  1.27625  -0.436
H  -2.80038  -1.12925  2.69347  0.417
H  -3.25437  1.50673  1.41047  0.408
Eu  -0.89892  -0.52068  -0.13358  1.563
C  1.04307  -0.37379  -1.74825  -0.977
C  2.23756  -0.17717  -1.33705  0.616
O  3.31724  0.00402  -0.85702  -0.627
H  0.78769  -0.53020  -2.79753  0.335
Li  4.66029  1.16067  -0.34571  0.967

No. 4
Density functional theory data (ωB97M-V/def2-TZVPD) for the molecule C4H3F3N2O.

Values from the calculation:
Kohn-Sham gap (alpha / beta)	6.90 / 6.90	eV
lowest unoccupied orbital energy (alpha / beta)	-0.19 / -0.19	eV
ΔE to the lowest compared entry with this formula, charge and spin	57.6	kcal per mole
calculated total energy	-638.4332	Eh

Each line ends with the Mulliken charge.
CARTESIAN COORDINATES (ANGSTROEM)
C  1.11937  0.72011  1.05198  -0.297
C  1.64938  -1.17186  -0.53747  0.775
C  -0.65364  0.32500  -0.33305  -0.679
C  -2.18954  0.13126  -0.14973  0.892
N  -0.03908  0.89428  0.63507  -0.212
N  2.06766  -0.26740  0.21064  -0.271
O  1.20237  -2.05639  -1.11142  -0.315
F  -2.52016  -1.12220  -0.28666  -0.275
F  -2.64320  0.43039  1.10007  -0.277
F  -2.77687  0.84819  -1.05564  -0.252
H  1.81166  1.51315  1.36632  0.262
H  -0.09155  -0.15823  -1.11394  0.360
H  3.06359  -0.08628  0.22383  0.288

No. 5
Density functional theory data (ωB97M-V/def2-TZVPD) for the molecule C4H3F4N.

Values from the calculation:
Kohn-Sham gap	10.04	eV
lowest unoccupied orbital energy	0.66	eV
ΔE to the lowest compared entry with this formula, charge and spin	54.3	kcal per mole
SMILES	C=NC1C(F)(F)C1(F)F
calculated total energy	-608.3319	Eh

Each line ends with the Mulliken charge.
CARTESIAN COORDINATES (ANGSTROEM)
C  -0.38565  -0.83159  -0.43495  -0.234
N  -0.78004  0.20412  0.16946  -0.449
C  -0.20504  1.13895  0.98739  -0.471
C  0.60976  0.66380  2.26457  0.621
F  0.54866  -0.60797  2.64195  -0.244
F  1.79196  1.17387  2.65403  -0.280
C  -0.72179  1.38582  2.44115  0.616
F  -0.67996  2.67417  2.86430  -0.278
F  -1.81503  0.83588  2.89574  -0.253
H  -1.01625  -1.44542  -1.05430  0.262
H  0.63084  -1.03078  -0.45422  0.274
H  0.16295  1.93787  0.42870  0.436

No. 6
Density functional theory data (ωB97M-V/def2-TZVPD) for the molecule C4H3FN2S.

Values from the calculation:
Kohn-Sham gap	9.18	eV
lowest unoccupied orbital energy	-0.11	eV
ΔE to the lowest compared entry with this formula, charge and spin	60.3	kcal per mole
SMILES	N#CS/C=C\N=C/F
calculated total energy	-761.6970	Eh

Each line ends with the Mulliken charge.
CARTESIAN COORDINATES (ANGSTROEM)
N  -2.32621  1.93167  -0.89874  -0.435
C  -1.30135  1.93686  -1.40126  0.513
S  0.22784  2.16605  -1.94117  -0.174
C  0.92725  1.05390  -0.63795  -0.539
C  0.33097  -0.15218  -0.47372  -0.034
N  -0.79344  -0.44309  -1.14284  -0.359
C  -1.48216  -1.45047  -0.80948  0.144
F  -1.29291  -2.25736  0.19192  -0.207
H  1.65490  1.67269  -0.12494  0.388
H  0.59618  -0.85764  0.28639  0.376
H  -2.25019  -1.73332  -1.56709  0.327

Look up the ΔE to the lowest compared entry with this formula, charge and spin of the sixth one. 60.3 kcal per mole